Version i
{"formula": "CH5ClNOP", "method": "ωB97M-V/def2-TZVPD", "species": ["N", "P", "C", "O", "H", "H", "H", "H", "Cl", "H"], "xyz": [[-2.927, 0.494, -0.595], [-4.034, 1.186, 0.103], [0.496, 0.282, -0.212], [0.043, 0.629, 1.214], [0.678, -0.838, -0.173], [1.473, 0.799, -0.394], [-0.363, 0.458, -0.851], [0.835, 0.871, 1.717], [-2.234, -2.302, -0.026], [-2.760, -1.039, -0.390]], "gap_ha": 0.322, "smiles": "N#P.CO.Cl", "homo_ev": -10.0205, "lumo_energy_ev": -1.267, "multiplicity": 1, "charge": 0}

Version ii
{"formula": "CH5ClNOP", "method": "ωB97M-V/def2-TZVPD", "species": ["C", "O", "P", "N", "Cl", "H", "H", "H", "H", "H"], "xyz": [[0.374, 0.100, -1.746], [-0.315, 0.038, -0.515], [0.479, -0.270, 0.863], [-0.910, -0.398, 1.796], [1.046, 1.784, 1.594], [0.027, 0.984, -2.278], [0.145, -0.791, -2.332], [1.456, 0.164, -1.606], [-1.577, -1.075, 1.443], [-0.725, -0.536, 2.780]], "gap_ha": 0.368, "smiles": "COP(N)Cl", "homo_ev": -9.1783, "lumo_energy_ev": 0.825, "multiplicity": 1, "charge": 0}

The most stable structure shown above is version ii; the least stable is version i.